(1)
C22H23N3O4S | the ωB97M-V functional and the def2-TZVPD basis

Structure (XYZ):
```
53
Properties=species:S:1:pos:R:3:nbo_charge:R:1
C -6.92 -0.40 -0.87 -0.253
H -6.68 -1.48 -0.78 0.199
O -6.21 0.46 0.03 -0.468
C -4.98 0.24 0.22 0.384
C -4.15 -0.72 -0.66 -0.240
C -2.88 -0.65 -0.17 -0.100
C -2.41 0.10 0.96 -0.435
C -3.17 1.06 1.42 -0.083
C -4.56 1.09 1.18 -0.335
H -5.14 1.64 1.83 0.235
H -2.78 1.84 2.35 0.232
S -0.68 0.35 1.01 2.321
O -0.31 0.48 2.35 -0.964
O 0.02 -0.91 0.72 -0.987
N -0.07 1.47 0.00 -0.705
C -0.26 1.27 -1.17 -0.325
C 0.36 -0.22 -1.74 0.742
O -0.43 -0.88 -2.32 -0.632
N 1.75 -0.13 -1.67 -0.689
H 2.08 0.38 -0.80 0.445
C 2.23 -1.54 -1.93 -0.278
C 2.08 -2.27 -0.43 0.260
N 3.08 -1.97 0.41 -0.469
C 2.94 -2.67 1.69 -0.024
C 2.04 -3.51 1.55 -0.145
C 1.20 -3.96 0.79 -0.188
C 1.21 -3.50 -0.41 -0.233
H 0.52 -3.34 -1.23 0.245
H 0.27 -4.75 1.09 0.218
H 2.05 -4.20 2.82 0.121
H 3.76 -2.34 2.20 0.225
H 1.71 -2.04 -2.78 0.235
H 3.35 -1.31 -2.09 0.219
H 0.34 1.96 -1.83 0.220
H -1.28 1.30 -1.58 0.175
C 0.77 2.78 0.70 -0.193
C 2.23 2.37 0.26 -0.095
C 2.95 3.26 -0.07 -0.218
C 4.28 3.04 -0.55 -0.204
C 4.78 1.99 0.05 -0.228
C 4.24 0.90 0.89 -0.142
C 2.68 1.31 1.21 -0.197
H 2.13 0.51 1.59 0.233
H 4.56 -0.05 1.15 0.235
H 5.84 1.73 -0.30 0.192
H 5.03 3.62 -1.18 0.242
H 2.57 4.02 -0.71 0.201
H 0.65 2.44 1.77 0.280
H 0.42 3.61 0.12 0.221
H -2.28 -1.11 -0.74 0.218
H -4.53 -1.11 -1.35 0.173
H -6.56 -0.10 -2.00 0.161
H -7.85 -0.10 -1.01 0.199
```

## Properties
LUMO energy ... 0.21 eV
Calculated total energy ... -46662.3241 eV
HOMO ... -8.0 eV
HOMO-LUMO gap ... 0.3026 hartree

***

(2)
C18H11BF12IrN3O8S2 | the ωB97M-V functional and the def2-TZVPD basis

Structure (XYZ):
```
56
Properties=species:S:1:pos:R:3:nbo_charge:R:1
Ir -0.15 -0.66 0.18 0.984
O 1.65 -1.95 5.71 -0.695
C 0.53 -1.25 5.86 0.787
O 0.02 -1.09 6.94 -0.632
C -0.06 -0.68 4.63 -0.272
C -1.19 0.11 4.58 0.018
N -1.39 0.45 3.30 -0.293
N -0.48 -0.09 2.50 -0.253
C 0.34 -0.78 3.28 0.031
C 1.45 -1.46 2.57 0.786
O 2.32 -2.05 3.22 -0.685
O 1.41 -1.40 1.30 -0.649
H 1.95 -1.99 4.75 0.510
H -1.83 0.45 5.38 0.230
H -2.15 0.95 2.86 0.458
F -3.65 3.93 0.41 -0.314
C -3.66 3.04 -0.59 0.717
F -2.47 3.01 -1.16 -0.287
F -4.57 3.44 -1.49 -0.328
S -4.11 1.39 0.10 2.280
O -3.07 1.10 1.04 -0.968
O -5.45 1.56 0.55 -0.934
N -4.10 0.43 -1.16 -1.234
S -2.92 -0.38 -1.78 2.287
O -3.29 -1.74 -2.03 -0.902
O -1.55 -0.12 -1.35 -0.914
C -2.86 0.36 -3.47 0.720
F -1.89 -0.22 -4.17 -0.309
F -2.64 1.67 -3.44 -0.308
F -4.02 0.14 -4.10 -0.324
F -1.03 -3.35 -0.61 -0.376
C -0.87 -2.49 0.45 0.424
F -2.15 -2.38 0.99 -0.395
H -0.28 -3.05 1.18 0.106
F 1.05 3.10 -1.18 -0.562
B 0.69 3.03 0.16 1.358
F 1.82 3.11 1.00 -0.575
F -0.23 4.02 0.50 -0.570
F 0.07 1.74 0.41 -0.588
C 4.83 0.76 -1.79 -0.230
C 4.01 1.05 -0.69 -0.219
C 2.78 0.46 -0.57 -0.169
C 2.29 -0.46 -1.53 -0.015
C 1.00 -1.09 -1.43 -0.109
C 0.64 -1.96 -2.43 -0.287
C 1.49 -2.25 -3.53 -0.199
C 2.71 -1.66 -3.64 -0.238
C 3.13 -0.74 -2.65 -0.075
C 4.40 -0.11 -2.75 -0.204
H 5.80 1.25 -1.89 0.190
H 4.32 1.76 0.07 0.212
H 2.18 0.71 0.29 0.227
H -0.33 -2.44 -2.40 0.228
H 1.15 -2.95 -4.28 0.190
H 3.37 -1.87 -4.47 0.186
H 5.01 -0.33 -3.62 0.185
```

## Properties
LUMO energy ... 4.51 eV
Calculated total energy ... -97501.0242 eV
HOMO ... -2.8 eV
Total charge ... -2
HOMO-LUMO gap ... 0.2705 hartree

***

(3)
C35H49N2O4OsSSb | the ωB97M-V functional and the def2-TZVPD basis

Structure (XYZ):
```
93
Properties=species:S:1:pos:R:3:lowdin_charge:R:1
Os 0.76 -0.43 -0.26 1.399
C 4.82 -1.20 -1.70 -0.029
O 5.42 -1.15 -0.41 -0.040
C 4.73 -1.30 0.73 -0.205
C 5.48 -1.70 1.84 0.053
C 4.88 -1.96 3.06 -0.032
C 3.52 -1.81 3.22 -0.019
C 2.73 -1.36 2.14 -0.142
C 1.33 -1.25 2.39 -0.026
N 0.39 -0.92 1.54 -0.188
N -0.93 -0.98 1.97 0.119
C -1.72 -0.75 0.95 -0.470
O -1.26 -0.41 -0.23 -0.283
C -3.18 -0.83 1.12 -0.170
C -3.74 -0.86 2.40 -0.015
C -5.11 -0.88 2.55 -0.055
C -5.93 -0.88 1.43 -0.057
C -5.38 -0.87 0.16 -0.055
C -4.01 -0.84 0.00 -0.031
C 3.35 -1.07 0.89 -0.220
O 2.66 -0.51 -0.12 -0.275
H 5.59 -1.59 -2.36 0.107
H 4.53 -0.21 -2.02 0.073
H 3.96 -1.87 -1.71 0.090
H 6.54 -1.83 1.70 0.140
H 5.48 -2.29 3.90 0.124
H 3.05 -2.03 4.16 0.125
H 0.97 -1.50 3.39 0.152
H -3.08 -0.86 3.27 0.117
H -5.55 -0.89 3.54 0.116
H -7.01 -0.87 1.56 0.117
H -6.03 -0.89 -0.71 0.115
H -3.57 -0.85 -0.99 0.116
C -1.32 4.56 -0.56 -0.084
C -1.31 3.05 -0.32 -0.653
C -2.25 2.36 -1.32 -0.100
C -1.68 2.74 1.12 -0.089
Sb 0.68 2.21 -0.66 1.690
C 1.30 2.43 -2.74 -0.678
C 0.64 1.25 -3.47 -0.110
C 2.82 2.33 -2.84 -0.099
C 0.79 3.77 -3.27 -0.093
C 2.04 3.04 0.87 -0.664
C 3.48 2.84 0.41 -0.097
C 1.74 4.52 1.08 -0.094
C 1.80 2.25 2.15 -0.103
H -2.34 4.92 -0.38 0.108
H -1.06 4.83 -1.58 0.066
H -0.66 5.10 0.11 0.061
H -3.28 2.65 -1.08 0.104
H -2.19 1.28 -1.26 0.046
H -2.05 2.68 -2.34 0.073
H -2.74 2.97 1.27 0.107
H -1.11 3.34 1.83 0.074
H -1.55 1.69 1.38 0.055
H 0.95 0.28 -3.05 0.050
H 0.95 1.27 -4.52 0.105
H -0.45 1.30 -3.44 0.078
H 3.22 1.47 -2.31 0.053
H 3.31 3.23 -2.46 0.079
H 3.08 2.23 -3.89 0.106
H -0.29 3.82 -3.28 0.067
H 1.14 3.88 -4.30 0.108
H 1.18 4.61 -2.70 0.090
H 3.73 3.47 -0.44 0.074
H 3.70 1.80 0.14 0.064
H 4.15 3.11 1.23 0.105
H 1.83 5.10 0.16 0.090
H 2.46 4.92 1.80 0.106
H 0.75 4.68 1.50 0.065
H 1.97 1.18 2.02 0.035
H 0.79 2.39 2.55 0.078
H 2.51 2.60 2.91 0.109
C -4.80 -4.43 1.40 -0.020
C -3.62 -4.12 0.53 -0.239
C -3.77 -4.03 -0.86 -0.015
C -2.70 -3.71 -1.67 -0.061
C -1.45 -3.51 -1.09 -0.427
C -1.27 -3.62 0.29 -0.080
C -2.35 -3.93 1.08 -0.014
S -0.12 -3.16 -2.17 1.083
C 0.93 -4.57 -1.89 -0.191
O 0.72 -2.00 -1.55 -0.657
H -5.71 -3.98 1.01 0.085
H -4.64 -4.07 2.42 0.084
H -4.96 -5.51 1.45 0.100
H -4.74 -4.20 -1.30 0.133
H -2.82 -3.63 -2.74 0.120
H -0.29 -3.48 0.73 0.110
H -2.22 -4.02 2.15 0.133
H 1.35 -4.50 -0.89 0.071
H 1.72 -4.56 -2.64 0.069
H 0.32 -5.46 -2.00 0.084
```

## Properties
LUMO energy (alpha / beta) ... -7.27 / -7.62 eV
Calculated total energy ... -68084.4062 eV
HOMO (alpha / beta) ... -13.3 / -13.3 eV
Total charge ... +2
HOMO-LUMO gap (alpha / beta) ... 0.2213 / 0.2078 hartree

***

(4)
C10H17N2O | the ωB97M-V functional and the def2-TZVPD basis

Structure (XYZ):
```
30
Properties=species:S:1:pos:R:3:nbo_charge:R:1
C 3.28 0.19 -1.04 -0.247
O 2.19 0.52 -0.17 -0.563
C 1.17 -0.41 0.10 0.252
C -0.21 -0.03 -0.44 -0.090
C -1.13 -1.06 -0.62 -0.228
C -2.45 -0.74 -0.92 -0.203
C -2.85 0.60 -1.02 -0.001
C -4.29 0.92 -1.23 -0.637
C -1.90 1.62 -0.89 -0.151
C -0.57 1.32 -0.61 -0.186
H 3.80 1.11 -1.31 0.225
H 3.98 -0.49 -0.54 0.176
H 2.87 -0.28 -1.95 0.198
H 1.44 -1.34 -0.42 0.163
H -0.78 -2.10 -0.55 0.209
H -3.19 -1.53 -1.05 0.228
H -4.43 2.00 -1.28 0.224
H -4.68 0.47 -2.15 0.235
H -4.90 0.54 -0.40 0.231
H -2.21 2.67 -0.99 0.220
H 0.20 2.08 -0.48 0.230
C 2.35 -1.38 2.13 -0.434
N 1.13 -0.87 1.48 -0.229
N 0.88 0.52 1.66 -0.632
H 2.50 -2.43 1.85 0.244
H 3.21 -0.78 1.83 0.244
H 2.21 -1.32 3.21 0.246
H 0.31 -1.44 1.60 0.451
H 0.29 0.61 2.54 0.395
H 1.78 1.02 1.66 0.428
```

## Properties
LUMO energy ... -2.95 eV
Calculated total energy ... -15663.5750 eV
HOMO ... -12.1 eV
Total charge ... +1
HOMO-LUMO gap ... 0.3350 hartree

***

(5)
C4H12OS | the ωB97M-V functional and the def2-TZVPD basis

Structure (XYZ):
```
18
Properties=species:S:1:pos:R:3:mulliken_spin:R:1
C 0.75 -0.16 -2.07 0.002
C -0.30 -0.99 -1.28 -0.003
C -1.05 -0.09 -0.34 0.067
C -1.90 -0.82 0.72 -0.035
S -0.97 -1.19 2.17 0.906
H 1.69 -0.36 -1.53 0.000
H 1.07 -0.44 -3.07 0.000
H 0.65 0.92 -2.03 -0.001
H 0.27 -1.76 -0.73 0.003
H -0.95 -1.48 -2.00 0.003
H -1.79 0.44 -0.96 0.009
H -0.46 0.71 0.10 -0.011
H -2.48 -1.63 0.23 0.067
H -2.81 -0.28 1.03 0.008
H 0.11 -1.65 1.47 -0.015
H 3.08 2.83 -0.71 0.000
H 4.14 3.62 -1.65 0.000
O 3.38 3.67 -1.04 0.000
```

## Properties
Multiplicity ... 2
LUMO energy (alpha / beta) ... -4.07 / -9.17 eV
Calculated total energy ... -17215.5632 eV
HOMO (alpha / beta) ... -13.7 / -13.7 eV
Total charge ... +1
HOMO-LUMO gap (alpha / beta) ... 0.3535 / 0.1662 hartree

***

(6)
CH7N5S | the ωB97M-V functional and the def2-TZVPD basis

Structure (XYZ):
```
14
Properties=species:S:1:pos:R:3:nbo_charge:R:1
C 0.52 -0.17 0.08 0.430
H -1.31 -1.28 0.27 0.351
H -0.48 -2.73 -0.61 0.357
H -0.63 -0.05 -1.72 0.425
H 0.75 1.52 1.08 0.406
H -2.07 1.37 0.22 0.101
H 1.27 -2.55 0.41 0.340
H 1.63 -2.22 2.10 0.374
N -1.00 -1.67 -0.70 -0.670
N 0.02 -0.66 -1.05 -0.506
N 0.59 1.19 0.05 -0.710
N 0.95 -0.74 1.18 -0.351
N 1.00 -2.07 1.28 -0.652
S -0.83 2.16 -0.48 0.106
```

## Properties
LUMO energy ... 0.35 eV
SMILES string ... N/N=C(\NN)NS
Calculated total energy ... -19431.5778 eV
HOMO ... -7.9 eV
HOMO-LUMO gap ... 0.3035 hartree